{"formula": "C18H28F5N4RuS5Sb2", "method": "the ωB97M-V functional and the def2-TZVPD basis", "gap_ev": [4.8519, 6.2362], "lumo_ev": [4.24, 3.78], "spin_multiplicity": 6, "total_charge": -2, "molar_mass_g_mol": 900.37, "homo_energy_ev": [-0.61, -2.46], "total_energy_ev": -108502.9445, "largest_force_ev_per_a": 0.54, "relative_energy_kcal_mol": 10.5, "symbols": ["Ru", "N", "C", "S", "N", "N", "C", "C", "C", "C", "C", "C", "N", "H", "H", "H", "H", "H", "H", "H", "S", "Sb", "S", "S", "S", "F", "C", "F", "C", "F", "F", "F", "C", "C", "C", "Sb", "C", "C", "C", "C", "C", "C", "H", "H", "H", "H", "H", "H", "H", "H", "H", "H", "H", "H", "H", "H", "H", "H", "H", "H", "H", "H", "H"], "coordinates": [[1.171, -0.625, -1.799], [-1.853, -3.835, -2.488], [-0.763, -2.959, -2.481], [-1.111, -1.287, -2.060], [0.399, -3.417, -2.772], [1.362, -2.437, -2.709], [2.586, -2.694, -3.191], [3.338, -1.566, -3.566], [4.653, -1.597, -4.082], [5.250, -0.425, -4.475], [4.559, 0.788, -4.364], [3.292, 0.763, -3.804], [2.692, -0.356, -3.416], [-2.724, -3.367, -2.686], [-1.688, -4.634, -3.084], [2.953, -3.706, -3.324], [5.169, -2.545, -4.159], [6.260, -0.442, -4.868], [4.993, 1.737, -4.643], [2.736, 1.683, -3.668], [2.770, 4.513, -3.743], [3.440, 4.289, -1.572], [1.087, 1.594, -1.193], [3.128, 1.996, -0.796], [5.582, 4.730, -0.964], [3.490, -1.597, -0.305], [2.166, -1.377, 0.052], [2.225, -0.488, 1.110], [1.748, -2.700, 0.727], [0.629, -2.548, 1.456], [2.696, -3.158, 1.580], [1.523, -3.682, -0.148], [-1.775, 1.767, 4.336], [-0.762, 1.579, 3.217], [0.532, 0.966, 3.752], [-1.370, 0.423, 1.463], [-2.388, 2.022, 0.378], [-3.492, 1.449, -0.505], [-2.901, 3.204, 1.191], [-3.165, -0.652, 2.129], [-2.723, -1.863, 2.948], [-4.334, 0.053, 2.805], [-1.346, 2.374, 5.143], [-2.058, 0.807, 4.776], [-2.688, 2.257, 3.997], [-0.520, 2.559, 2.793], [0.379, -0.068, 4.077], [0.900, 1.531, 4.615], [1.315, 0.944, 2.995], [-1.588, 2.386, -0.274], [-4.338, 1.097, 0.093], [-3.147, 0.610, -1.113], [-3.874, 2.218, -1.185], [-3.693, 2.914, 1.885], [-3.322, 3.966, 0.523], [-2.115, 3.687, 1.773], [-3.510, -1.020, 1.156], [-2.288, -1.557, 3.905], [-1.971, -2.456, 2.425], [-3.573, -2.518, 3.176], [-4.090, 0.344, 3.828], [-5.199, -0.621, 2.862], [-4.654, 0.949, 2.275]], "atomic_forces_ev_per_a": [[-0.1, 0.0, 0.1], [0.0, -0.1, 0.0], [0.1, -0.1, 0.0], [0.0, 0.2, 0.1], [-0.1, 0.1, 0.0], [0.1, -0.2, 0.0], [0.0, 0.2, -0.1], [0.0, 0.0, 0.0], [0.0, 0.0, -0.1], [0.0, 0.0, 0.0], [0.0, 0.0, 0.0], [0.0, 0.0, -0.1], [0.3, -0.1, 0.3], [0.0, 0.0, 0.0], [0.0, 0.0, 0.0], [-0.1, 0.0, -0.1], [0.0, 0.0, 0.0], [0.0, 0.0, 0.0], [0.0, 0.0, 0.0], [0.0, 0.0, 0.0], [0.0, 0.0, -0.1], [-0.3, 0.2, 0.0], [0.4, -0.1, 0.0], [-0.5, -0.2, 0.1], [0.2, 0.0, 0.0], [0.0, 0.0, 0.0], [0.1, 0.1, -0.2], [0.0, -0.1, 0.0], [-0.1, 0.1, 0.0], [-0.1, 0.0, 0.0], [0.0, 0.0, 0.1], [0.1, 0.0, -0.1], [-0.1, 0.0, 0.0], [0.1, 0.1, 0.0], [0.0, 0.0, 0.0], [0.0, 0.0, -0.1], [0.0, 0.1, 0.0], [-0.1, -0.1, 0.0], [0.0, 0.0, 0.1], [0.0, -0.1, 0.0], [0.0, 0.0, 0.0], [0.0, 0.1, 0.0], [0.0, 0.0, 0.0], [0.0, 0.0, 0.0], [0.0, 0.0, 0.0], [0.0, 0.0, 0.0], [0.0, 0.0, 0.0], [0.0, 0.0, 0.0], [0.0, 0.0, 0.0], [0.0, 0.0, 0.0], [0.0, 0.0, 0.0], [0.0, 0.0, 0.0], [0.0, 0.0, 0.0], [0.0, 0.0, 0.0], [0.0, 0.0, 0.0], [0.0, 0.0, 0.0], [0.0, 0.0, 0.0], [0.0, 0.0, 0.0], [0.0, 0.0, 0.0], [0.0, 0.0, 0.0], [0.0, 0.0, 0.0], [0.0, 0.0, 0.0], [0.0, 0.0, 0.0]], "mulliken_spin": [2.491, 0.022, 0.065, 0.201, -0.020, 0.215, 0.277, 0.092, 0.083, -0.006, 0.164, -0.049, 0.183, 0.004, 0.001, 0.007, 0.004, 0.002, 0.016, 0.005, 0.281, 0.374, 0.203, 0.119, 0.239, 0.017, 0.020, 0.007, -0.025, 0.002, 0.003, -0.001, 0.001, 0.007, -0.001, -0.014, -0.003, 0.000, -0.001, 0.003, -0.001, 0.000, 0.000, 0.000, 0.000, 0.003, 0.000, 0.000, 0.001, 0.001, -0.001, 0.005, 0.000, 0.000, 0.000, 0.000, 0.003, 0.000, 0.001, 0.000, 0.000, 0.000, 0.000]}

=====

{"formula": "C5H7N", "method": "the ωB97M-V functional and the def2-TZVPD basis", "gap_ev": 9.1999, "lumo_ev": 1.09, "spin_multiplicity": 1, "smiles": "Cc1cc[nH]c1", "molar_mass_g_mol": 81.12, "homo_energy_ev": -8.11, "total_energy_ev": -6788.4148, "largest_force_ev_per_a": 0.29, "relative_energy_kcal_mol": 2.3, "symbols": ["C", "C", "C", "C", "N", "C", "H", "H", "H", "H", "H", "H", "H"], "coordinates": [[1.952, 0.069, 0.128], [0.457, 0.023, 0.004], [-0.461, 1.048, 0.380], [-1.730, 0.565, 0.174], [-1.618, -0.698, -0.334], [-0.295, -1.038, -0.438], [2.249, 0.696, 0.976], [2.359, -0.933, 0.302], [2.437, 0.474, -0.767], [-0.198, 2.025, 0.768], [-2.702, 0.950, 0.435], [-2.393, -1.263, -0.638], [0.003, -2.017, -0.787]], "atomic_forces_ev_per_a": [[0.1, 0.0, 0.0], [0.0, -0.1, 0.0], [0.0, 0.0, 0.0], [0.0, -0.1, 0.1], [0.0, 0.0, 0.0], [0.1, 0.0, 0.0], [0.0, -0.1, -0.1], [0.0, 0.2, -0.1], [-0.1, 0.0, 0.1], [-0.1, -0.2, 0.0], [0.1, 0.2, -0.2], [0.1, 0.0, 0.1], [0.0, 0.2, 0.0]], "nbo_charge": [-0.626, -0.087, -0.310, -0.070, -0.505, -0.088, 0.214, 0.214, 0.213, 0.219, 0.208, 0.409, 0.207]}

=====

{"formula": "C5H12O", "method": "the ωB97M-V functional and the def2-TZVPD basis", "gap_ev": 9.8839, "lumo_ev": 1.16, "spin_multiplicity": 1, "smiles": "C=COCCC.[H][H]", "molar_mass_g_mol": 88.15, "homo_energy_ev": -8.72, "total_energy_ev": -7425.0391, "largest_force_ev_per_a": 0.59, "relative_energy_kcal_mol": 52.4, "symbols": ["C", "C", "O", "C", "C", "C", "H", "H", "H", "H", "H", "H", "H", "H", "H", "H", "H", "H"], "coordinates": [[-3.031, 0.198, -0.871], [-1.788, 0.611, -0.633], [-0.758, -0.253, -0.485], [0.455, 0.250, 0.062], [1.559, -0.741, -0.267], [2.914, -0.322, 0.294], [-3.839, 0.914, -0.959], [-3.267, -0.862, -0.886], [-1.545, 1.667, -0.492], [0.359, 0.372, 1.151], [0.678, 1.240, -0.363], [1.274, -1.723, 0.127], [1.615, -0.848, -1.356], [3.682, -1.058, 0.036], [2.889, -0.239, 1.386], [3.236, 0.645, -0.108], [-1.918, 0.064, 1.909], [-2.514, 0.086, 1.455]], "atomic_forces_ev_per_a": [[0.3, 0.1, 0.0], [-0.4, 0.1, -0.2], [-0.1, -0.1, -0.1], [0.2, 0.1, 0.1], [0.0, 0.0, 0.0], [0.1, 0.0, 0.0], [0.2, 0.0, -0.1], [0.0, 0.1, -0.1], [0.0, -0.1, -0.1], [0.0, 0.0, -0.2], [0.0, -0.1, 0.0], [0.0, 0.1, 0.0], [0.0, 0.0, 0.1], [-0.1, 0.1, 0.0], [0.0, 0.0, -0.1], [-0.1, -0.1, 0.0], [-0.3, -0.1, 0.2], [0.3, 0.0, 0.5]], "nbo_charge": [-0.519, 0.161, -0.520, -0.053, -0.414, -0.608, 0.210, 0.209, 0.170, 0.172, 0.167, 0.209, 0.207, 0.217, 0.204, 0.203, -0.036, 0.021]}